C33H42ClN2O5P2Re as an isolated structure. Source: OMol25; level of theory: ωB97M-V/def2-TZVPD.

Each line ends with the Löwdin spin population.
Geometry (Å):
1 H 3.37056 2.07092 3.61661  0.005
2 C 0.43796 -4.72136 -1.46339  0.000
3 H -3.69132 0.31744 -3.46426  0.000
4 C 0.97432 -3.12783 0.21821  0.003
5 C -3.18536 0.51072 -2.52011  -0.001
6 C -5.04212 5.60309 2.32989  0.000
7 H -1.91649 1.44243 -4.68919  0.000
8 C 2.37138 -1.01708 -0.05848  0.006
9 C -0.16418 3.22892 -1.31092  -0.002
10 C -5.54085 4.64114 3.22686  0.000
11 C -2.35088 1.78888 -2.59945  0.006
12 O -0.18673 -2.70392 -0.51084  0.015
13 H 0.32027 -5.14427 0.68141  0.000
14 C -2.38912 2.32285 0.29818  0.006
15 C 1.59761 -2.56726 -2.00823  0.002
16 C 0.28617 4.04900 4.85759  -0.017
17 C -3.79365 -1.28345 0.78996  0.007
18 H -0.73989 4.06267 -1.71261  -0.001
19 P -1.27446 1.81709 -1.05077  0.005
20 H -0.71497 0.91681 3.35319  0.002
21 N -2.77598 3.57027 0.34367  0.001
22 H -0.50769 -5.25840 -1.51349  0.000
23 C -3.65863 3.93866 1.29426  0.001
24 H -0.54714 3.73198 2.93121  0.006
25 H -2.95957 0.57841 4.09486  0.000
26 H 2.22131 1.61975 1.48696  0.023
27 C 0.22809 -3.23314 -1.77853  0.003
28 C 1.37869 3.82724 5.70437  0.159
29 H 0.90607 -2.81907 1.26228  0.000
30 H -0.52348 -3.02434 -2.54225  0.000
31 H -4.56735 -1.01207 1.50704  0.000
32 H -5.40677 6.61627 2.39604  0.000
33 C -4.11384 5.26805 1.38187  0.000
34 C 0.28938 3.53643 3.58891  0.125
35 O 0.47097 -0.46110 -2.28893  0.082
36 H -0.89659 2.67062 -3.95358  0.000
37 O 3.50293 -0.59184 -0.00834  0.006
38 H 0.61222 2.92253 -2.01017  0.000
39 H -4.13081 -1.03752 -0.21494  0.000
40 C 2.50873 2.61087 3.97635  0.127
41 H 1.97871 -5.05920 0.07932  0.000
42 H 0.21469 -0.31505 2.49755  0.007
43 H -5.47972 2.58758 3.85223  0.000
44 C -1.38395 1.71475 -3.78037  0.000
45 H -2.69746 3.91704 -2.86978  0.000
46 H -2.67635 -0.96374 4.89522  0.000
47 H 0.30372 3.53036 -0.37730  0.003
48 C -2.85829 1.36198 1.23485  0.007
49 H 3.34447 2.97982 5.89553  -0.004
50 C -4.16422 2.96168 2.20859  0.001
51 H -3.90501 -0.83701 3.64311  0.000
52 C 2.12550 -2.47204 -0.56236  0.002
53 O 2.03874 -0.98660 -3.75405  0.023
54 O 1.35272 -0.36336 0.37929  0.042
55 H 2.25533 -3.15676 -2.64582  0.001
56 N -3.73193 1.68586 2.14687  0.001
57 H -3.93707 0.59569 -1.73599  0.000
58 H -0.61598 0.96123 -3.60121  0.000
59 H -3.86903 3.13545 -1.81280  0.000
60 C 1.39214 2.76709 3.10158  0.043
61 P -2.25097 -0.36909 1.16110  0.035
62 H -3.59146 -2.35274 0.83888  0.000
63 C -5.11269 3.34185 3.17491  0.000
64 H -2.53670 -0.35339 -2.30437  0.002
65 C -0.53746 -0.15382 3.26972  0.011
66 H -1.09882 -2.68110 2.00611  0.000
67 H 1.13228 -5.18954 -2.15585  0.000
68 H -3.93800 2.87966 -3.55242  0.000
69 H -1.09501 -2.70927 3.77463  0.000
70 C 1.39783 -1.20735 -2.75783  0.010
71 C -1.84411 -0.86659 2.92820  0.004
72 C -3.26391 3.00546 -2.70688  0.000
73 H -3.72465 5.99293 0.68463  0.000
74 H -0.55124 4.63090 5.21666  -0.004
75 Cl 1.36388 4.44986 7.29590  0.054
76 Re -0.57802 -0.41456 -0.55457  1.726
77 H 3.07029 -3.00263 -0.44181  0.000
78 H 0.50522 2.21089 1.23030  0.028
79 C 0.98109 -4.64281 -0.02319  0.001
80 C 1.38451 2.18590 1.85639  0.453
81 H -6.26998 4.93655 3.96400  0.000
82 C 2.49558 3.11793 5.24644  -0.020
83 C -2.91886 -0.49469 3.94340  0.001
84 H -2.60410 -2.90932 2.89935  0.000
85 H -0.14545 -0.50417 4.22077  0.000
86 C -1.65162 -2.38438 2.89801  0.000

## Properties
Total energy ... -2989.359552 Eh
⟨S²⟩ ... 3.837
Net charge ... +1
Highest occupied orbital energy (spin up / spin down) ... -0.338 / -0.419 Eh
Kohn-Sham gap (spin up / spin down) ... 0.161 / 0.247 Ha
2S+1 ... 4